No. 1
Below is a 15-piece molecular cluster, C45H98N8O15 overall at a distorted geometry, with properties calculated with wB97M-V/def2-TZVPD.

The geometry in XYZ format:
```
166
C45H98N8O15 (wB97M-V/def2-TZVPD)
C 12.78465 16.96151 15.94346
C 12.67320 17.89906 14.80251
O 11.60361 17.83952 14.19452
N 13.72251 18.71054 14.51063
C 13.76142 19.55384 13.29916
H 12.06757 17.30723 16.63518
H 13.81767 16.87659 16.41755
H 12.44927 16.00020 15.67442
H 14.56846 18.56615 15.02856
H 12.77978 19.88937 13.08053
H 14.17502 19.03427 12.45258
H 14.45564 20.38628 13.51024
C 19.49222 12.51313 14.67698
C 19.84062 11.82417 15.94979
O 19.58668 10.62938 16.15921
N 20.33492 12.54272 17.02006
C 20.84394 13.89953 17.03745
H 20.37908 12.69921 14.04310
H 19.08030 13.48654 14.96100
H 18.73699 11.88130 14.19904
H 20.70543 12.00579 17.81111
H 20.48963 14.44546 16.16879
H 21.89110 13.88505 16.81294
H 20.64239 14.43839 17.99955
C 9.46043 9.19642 14.97437
C 10.98662 8.93857 15.01376
O 11.46691 7.91976 14.59326
N 11.70437 9.98998 15.43596
C 13.14184 10.01292 15.56688
H 8.99089 8.72940 14.11278
H 9.23486 10.26928 14.90411
H 8.97683 8.80995 15.85010
H 11.24595 10.74861 15.89380
H 13.68406 9.84491 14.60511
H 13.49088 9.05996 16.08718
H 13.48225 10.90895 16.11949
C 17.48447 6.62825 11.94397
C 16.19728 7.06472 11.26194
O 16.08588 7.51187 10.14296
N 15.14178 7.17081 12.09839
C 13.96458 7.90735 11.68344
H 18.34078 6.72027 11.28567
H 17.36020 5.57991 12.28741
H 17.72476 7.19390 12.90506
H 15.25392 6.93819 13.08154
H 14.01639 8.96611 11.94182
H 13.04403 7.54777 12.18307
H 13.65469 7.83833 10.63930
C 8.37253 17.00137 12.25596
C 9.40891 16.82993 11.17810
O 9.24614 16.13985 10.15739
N 10.61233 17.44311 11.48516
C 11.79407 17.04637 10.88753
H 8.17443 18.02418 12.62583
H 8.68649 16.48944 13.13051
H 7.41404 16.61725 11.86946
H 10.64803 17.83436 12.37315
H 12.61882 17.67897 11.11366
H 11.68474 17.03610 9.80006
H 12.10715 16.03368 11.10908
C 16.16028 11.64596 12.14194
C 15.70107 12.47635 13.29377
O 16.19335 12.51006 14.38683
N 14.68978 13.28145 12.98132
C 14.06110 14.18430 13.88700
H 15.95735 10.63788 12.46937
H 17.24270 11.73644 11.93689
H 15.63075 11.86620 11.22134
H 14.39120 13.30610 11.99214
H 14.60786 14.25549 14.77610
H 13.04760 13.87539 14.21092
H 14.07045 15.15839 13.45553
C 11.21710 13.31385 9.10480
C 12.65970 13.78212 9.40793
O 13.20538 13.71859 10.49839
N 13.36637 14.38693 8.41717
C 14.67810 15.00580 8.61176
H 10.58669 13.55409 9.93038
H 11.10447 12.26797 8.79520
H 10.85671 13.92734 8.25925
H 12.97553 14.34407 7.47721
H 14.71839 15.53591 9.60589
H 14.80722 15.73809 7.82638
H 15.39292 14.19774 8.55640
C 10.73799 13.20219 18.77929
C 10.48555 13.43278 17.33311
O 10.67662 12.59162 16.42192
N 10.07066 14.68440 17.00268
C 9.80702 15.10834 15.63619
H 11.53652 12.47598 18.92503
H 9.76081 12.90002 19.23739
H 11.06047 14.12907 19.23221
H 10.05475 15.37951 17.76836
H 8.88108 14.76264 15.22131
H 10.56512 14.71833 14.98058
H 9.79176 16.20499 15.58784
C 10.35619 12.90938 12.76385
C 9.12344 12.15869 12.52081
O 9.11902 11.07776 11.97976
C 7.76689 12.70041 13.02371
H 10.29118 14.03284 12.63462
H 11.17717 12.43834 12.22591
H 10.58247 12.84696 13.86148
H 7.92398 13.55569 13.69639
H 7.31387 11.97524 13.63692
H 7.19999 13.00570 12.16596
C 14.78380 10.60009 8.15207
C 16.18340 10.92610 8.46379
O 16.54778 12.06330 8.70263
C 17.16080 9.84822 8.30352
H 14.62395 9.57029 8.46992
H 14.60482 10.65576 7.09426
H 14.18985 11.32179 8.66020
H 18.19138 10.14129 8.55690
H 17.13833 9.54799 7.24362
H 16.85821 8.94936 8.82198
C 16.55038 8.83363 14.95675
C 16.67318 7.42114 15.57980
O 16.13293 6.42418 15.15414
C 17.63775 7.36883 16.74106
H 16.63817 8.79987 13.91043
H 17.13172 9.64801 15.42699
H 15.52178 9.01698 15.22228
H 18.63943 7.59649 16.29879
H 17.61999 6.41322 17.25303
H 17.39251 8.11878 17.46739
C 17.04245 15.93892 13.95271
C 18.10322 16.06566 12.90788
O 18.59230 17.14701 12.75199
C 18.47502 14.88325 12.03126
H 17.11358 15.14137 14.66391
H 16.08902 15.89150 13.38587
H 17.09523 16.84233 14.59138
H 17.86994 14.02607 12.24939
H 19.54125 14.65961 12.14714
H 18.34452 15.21828 10.99682
C 10.25320 7.95201 9.82980
C 11.43648 8.75157 9.37425
O 12.17471 8.39007 8.45619
C 11.70816 10.00933 10.19980
H 9.33620 8.55882 9.87527
H 10.41703 7.57167 10.85540
H 10.21224 7.11523 9.15426
H 12.48728 10.52749 9.63301
H 11.99212 9.73722 11.23652
H 10.83829 10.63972 10.31761
C 16.37889 13.27741 17.52033
C 15.36502 12.27028 17.98144
O 14.26202 12.57756 18.41011
C 15.81165 10.85111 17.87563
H 16.38807 13.32439 16.39063
H 17.36206 12.97901 17.84088
H 16.09967 14.26482 17.97204
H 16.43840 10.62436 18.74226
H 16.40206 10.71166 16.98473
H 14.94684 10.14661 17.81672
C 21.34531 10.28987 12.57690
C 20.59726 10.49912 11.29886
O 20.24853 9.64684 10.55559
C 20.25099 11.96404 10.90394
H 22.14036 11.03170 12.55995
H 21.71752 9.26901 12.63693
H 20.70922 10.47224 13.45537
H 21.06217 12.65474 11.05055
H 19.42098 12.30652 11.57892
H 19.87493 11.99002 9.84904
```

Values from the calculation:
Multiplicity ... 1
Frontier orbital gap ... 9.1 eV
HOMO level ... -8.96 eV
Charge ... 0
Molecular weight ... 991.32 g/mol


No. 2
Below is a 5-piece molecular cluster, C46H100F2NO6PS overall, with properties calculated with wB97M-V/def2-TZVPD.

The geometry in XYZ format:
```
157
C46H100F2NO6PS (wB97M-V/def2-TZVPD)
C 6.44883 -4.78378 0.34273
O 5.08729 -5.13041 0.40012
C 4.43157 -4.84001 1.62079
C 3.95751 -3.39668 1.73431
C 5.04812 -2.38999 2.15491
C 5.38666 -1.33106 1.09661
C 4.56298 -0.04166 1.22088
C 4.16849 0.59703 -0.11347
C 3.31316 -0.28257 -1.04680
C 1.86865 0.21530 -1.11509
C 1.22878 0.23526 0.28264
C -0.26832 -0.08316 0.34197
C -0.95207 0.46655 1.63175
C -1.26885 1.97583 1.49820
C -0.27268 2.92967 0.87780
F -0.10152 2.64948 -0.48413
P 0.27988 0.05790 3.08937
N 0.79964 1.64534 3.58388
O -0.80075 -0.26938 4.29446
C -2.33331 -0.24493 1.74283
F -3.07784 0.21523 2.81704
O -3.02804 0.06500 0.58999
C -4.39759 -0.34860 0.48205
C -4.67067 -1.16008 -0.79760
C -3.70157 -0.77095 -1.92677
C -4.74508 -2.68254 -0.57833
C -5.77954 -3.05071 0.49118
C -5.07299 -3.38534 -1.89433
C -2.18336 -1.75395 1.90690
O -1.82266 -2.28291 0.62439
S -0.39540 -1.87942 0.06081
O -0.48208 -2.13592 -1.34296
O 0.59042 -2.52352 0.88337
H 6.59867 -3.73705 0.05128
H 6.95288 -4.95009 1.30330
H 6.92050 -5.42019 -0.40787
H 5.11010 -5.08407 2.45183
H 3.57841 -5.51905 1.67019
H 3.55238 -3.12661 0.75327
H 3.11058 -3.35949 2.42353
H 4.71806 -1.86836 3.05960
H 5.95588 -2.92851 2.44028
H 6.44999 -1.07884 1.14755
H 5.23071 -1.76564 0.10376
H 3.66638 -0.23988 1.82011
H 5.14305 0.69413 1.78961
H 3.61266 1.51577 0.10387
H 5.08568 0.91682 -0.62002
H 3.30144 -1.31373 -0.67933
H 3.73506 -0.30457 -2.05322
H 1.85969 1.23537 -1.50936
H 1.28438 -0.40325 -1.79826
H 1.35888 1.23042 0.71593
H 1.75497 -0.45389 0.94346
H -0.76803 0.33833 -0.53225
H -1.47578 2.36860 2.49502
H -2.18920 2.06959 0.92160
H 0.71626 2.92116 1.33524
H -0.66952 3.94564 0.95205
H 1.78107 1.76852 3.34091
H 0.74166 1.75454 4.59028
H -0.41369 -0.21515 5.17480
H -4.67246 -0.90280 1.37744
H -4.99898 0.56318 0.48676
H -5.68109 -0.87509 -1.11272
H -2.89737 -1.50110 -2.03578
H -3.22470 0.19002 -1.73487
H -4.22351 -0.70079 -2.88263
H -3.76098 -3.03113 -0.25137
H -5.99031 -4.12192 0.46960
H -6.72141 -2.51898 0.31946
H -5.45230 -2.81853 1.50659
H -5.36477 -4.42315 -1.71935
H -5.91142 -2.89221 -2.39850
H -4.22417 -3.39097 -2.57886
H -3.12919 -2.21899 2.17917
H -1.43024 -2.01641 2.64991
C 8.57133 -9.63577 -3.08598
C 7.06181 -9.44479 -3.19176
C 6.61861 -8.78944 -4.49900
C 7.17832 -7.38464 -4.73299
C 6.86238 -6.38021 -3.62582
C 5.36993 -6.14432 -3.41762
H 9.10094 -8.68207 -3.11012
H 8.84175 -10.13638 -2.15541
H 8.94509 -10.24367 -3.91302
H 6.70843 -8.85415 -2.34200
H 6.56935 -10.41688 -3.10648
H 5.52635 -8.75655 -4.52608
H 6.92109 -9.42751 -5.33567
H 6.77850 -7.00569 -5.67891
H 8.26228 -7.43967 -4.86630
H 7.34687 -5.43096 -3.87025
H 7.31208 -6.71330 -2.68546
H 4.90079 -5.78654 -4.33694
H 5.19513 -5.40029 -2.63949
H 4.85566 -7.05665 -3.11262
C -4.32801 7.53427 1.03843
C -5.14899 6.84313 -0.04526
C -5.39921 5.36312 0.23359
C -4.13405 4.50671 0.32421
C -3.23774 4.55757 -0.91350
C -3.91414 4.05308 -2.18405
H -3.33248 7.09664 1.13021
H -4.19960 8.59515 0.82066
H -4.81882 7.44977 2.01061
H -4.64984 6.96014 -1.01148
H -6.11450 7.34606 -0.14187
H -6.05494 4.95839 -0.54311
H -5.95375 5.26750 1.17356
H -4.42970 3.46630 0.50517
H -3.55002 4.80705 1.19984
H -2.35287 3.94560 -0.72100
H -2.87527 5.57770 -1.06947
H -4.26342 3.02544 -2.05426
H -3.22398 4.06498 -3.02811
H -4.77555 4.66614 -2.45539
C 3.43874 4.17297 2.13972
C 4.58385 5.10379 1.75706
C 5.91714 4.37423 1.59604
C 6.41584 3.66087 2.85446
C 6.57722 4.55966 4.07950
C 7.58666 5.68546 3.88064
H 3.61662 3.69644 3.10615
H 2.49000 4.70883 2.20384
H 3.33264 3.38462 1.38889
H 4.67423 5.89876 2.50234
H 4.34421 5.60001 0.81354
H 6.67221 5.08593 1.25259
H 5.81788 3.63276 0.79612
H 7.37961 3.19407 2.62791
H 5.73799 2.83898 3.10279
H 6.88962 3.94108 4.92473
H 5.60884 4.98432 4.35987
H 8.56873 5.28448 3.62083
H 7.69870 6.27997 4.78794
H 7.28329 6.36322 3.08126
C -7.63741 2.19264 0.37388
C -8.97056 2.85512 0.04763
C -10.06495 1.85778 -0.32821
C -9.75149 1.00343 -1.55868
C -9.44113 1.79658 -2.82730
C -10.59321 2.68231 -3.29016
H -7.24201 1.64989 -0.48502
H -6.89124 2.93458 0.66349
H -7.74444 1.48402 1.19952
H -8.82769 3.57500 -0.76345
H -9.30712 3.43682 0.90970
H -11.00164 2.39929 -0.48438
H -10.24251 1.18956 0.52067
H -10.60514 0.34588 -1.75099
H -8.90804 0.34199 -1.33957
H -9.18638 1.09196 -3.62302
H -8.54867 2.41020 -2.67344
H -11.49118 2.08771 -3.47203
H -10.34402 3.20159 -4.21619
H -10.84297 3.44120 -2.54699
```

Values from the calculation:
SMILES ... COCCCCCCCCC[C@@H]1[C@](CCF)(P(N)O)[C@@](F)(OC[C@@H](C)C(C)C)COS1(=O)=O.CCCCCC.CCCCCC.CCCCCC.CCCCCC
Multiplicity ... 1
Frontier orbital gap ... 8.8 eV
HOMO level ... -8.52 eV
Charge ... 0
Molecular weight ... 864.34 g/mol


No. 3
Below is C46H101ClN5O3 as an isolated structure at a distorted geometry, with properties calculated with wB97M-V/def2-TZVPD.

The geometry in XYZ format:
```
156
C46H101ClN5O3 (wB97M-V/def2-TZVPD)
C 1.82652 2.17618 -24.58857
C 2.34264 3.39392 -23.86620
C 1.67588 3.42560 -22.48639
N 1.65292 4.89977 -21.90695
C 3.06693 5.60331 -21.96919
C 4.10943 4.93724 -20.94352
C 3.57213 4.95933 -19.55056
C 2.16618 4.31254 -19.41254
C 1.06986 4.89839 -20.41039
C 0.60848 5.76206 -22.63848
H 2.16542 1.27315 -24.08085
H 2.19159 2.26012 -25.61218
H 0.73790 2.23058 -24.58247
H 2.00898 4.26274 -24.43358
H 3.41817 3.27060 -23.73917
H 2.15092 2.80185 -21.72918
H 0.64729 3.06675 -22.52274
H 3.45332 5.54471 -22.98673
H 2.94250 6.67798 -21.83618
H 4.33707 3.92373 -21.27379
H 5.12816 5.32312 -20.98067
H 4.17540 4.40251 -18.83354
H 3.49222 5.98549 -19.19179
H 2.15522 3.23322 -19.56437
H 1.80044 4.38611 -18.38837
H 0.19562 4.24784 -20.38621
H 0.88458 5.94175 -20.15508
H 1.02615 5.83820 -23.64240
H 0.72232 6.77101 -22.24203
H -0.44515 5.48314 -22.62554
C 8.23828 3.43138 -19.42156
C 7.44554 4.44958 -20.26235
C 7.55052 4.00946 -21.70834
N 7.25988 5.09253 -22.82510
C 7.94436 6.45636 -22.74357
C 9.46966 6.32097 -22.86808
C 9.97931 5.68323 -24.15810
C 9.29731 4.34603 -24.36970
C 7.71527 4.42462 -24.17629
C 5.77828 5.42959 -22.89427
H 8.42019 3.67089 -18.37387
H 9.22162 3.22260 -19.84292
H 7.70027 2.48344 -19.41326
H 7.94915 5.38497 -20.01844
H 6.42496 4.45671 -19.87963
H 6.85974 3.19303 -21.91894
H 8.55464 3.63783 -21.91262
H 7.64065 7.01682 -21.85941
H 7.50938 7.00450 -23.57930
H 9.80908 5.85787 -21.94156
H 9.72728 7.37964 -22.83737
H 11.06170 5.55734 -24.13188
H 9.65025 6.28808 -25.00308
H 9.71304 3.53206 -23.77580
H 9.53374 4.08247 -25.40059
H 7.19669 3.47078 -24.27294
H 7.33079 5.10891 -24.93262
H 5.25068 4.49191 -23.06897
H 5.56241 6.01328 -23.78914
H 5.43521 5.90747 -21.97665
C 10.87193 1.01890 -25.90425
C 9.69876 0.08669 -25.74850
C 8.53624 0.71363 -24.88750
N 7.48567 -0.38860 -24.42651
C 6.16722 0.30363 -23.90675
C 5.34145 0.94242 -25.03847
C 5.22383 0.05895 -26.22925
C 6.50471 -0.63588 -26.75718
C 7.16550 -1.39341 -25.59888
C 8.10131 -1.26398 -23.29882
H 10.71787 1.79050 -26.65856
H 11.75617 0.40197 -26.06431
H 11.04191 1.63341 -25.02017
H 10.03678 -0.79779 -25.20856
H 9.38375 -0.24822 -26.73679
H 8.06422 1.49330 -25.48535
H 8.87402 1.04388 -23.90519
H 6.35129 1.05569 -23.13953
H 5.60836 -0.41051 -23.30197
H 5.89509 1.84318 -25.30346
H 4.35141 1.36565 -24.86874
H 4.72932 0.60421 -27.03315
H 4.58980 -0.76427 -25.89998
H 7.17393 0.14935 -27.10883
H 6.19303 -1.38551 -27.48450
H 8.11506 -1.89428 -25.78747
H 6.50234 -2.18144 -25.24204
H 7.35727 -1.95341 -22.89986
H 8.27019 -0.67166 -22.39953
H 9.01137 -1.70764 -23.70264
C 6.46605 -2.39826 -20.46896
C 5.14473 -1.55373 -20.54811
C 5.01490 -0.93624 -21.89027
N 3.75129 0.09525 -22.10231
C 2.31581 -0.49441 -21.80226
C 2.06847 -1.77977 -22.64506
C 2.25054 -1.39075 -24.14455
C 3.46390 -0.48587 -24.48973
C 3.78572 0.61671 -23.52490
C 3.91702 1.34849 -21.15854
H 6.60933 -3.05112 -21.32998
H 6.42076 -3.03281 -19.58386
H 7.34893 -1.75905 -20.46336
H 5.26484 -0.76873 -19.80149
H 4.25877 -2.15343 -20.33944
H 4.85998 -1.77561 -22.56818
H 5.87018 -0.30600 -22.13397
H 2.05761 -0.62034 -20.75079
H 1.57147 0.23795 -22.11484
H 2.79568 -2.55891 -22.41656
H 1.08846 -2.19601 -22.41174
H 2.38832 -2.36252 -24.61867
H 1.33069 -0.89498 -24.45471
H 4.32976 -1.12979 -24.64387
H 3.23471 -0.01423 -25.44531
H 4.78485 1.03322 -23.65275
H 3.12304 1.47142 -23.66061
H 3.04037 1.99217 -21.23110
H 4.84374 1.89102 -21.34549
H 3.72814 1.00154 -20.14264
C 3.52897 1.02668 -26.31882
C 4.32926 2.28612 -26.54480
C 3.94664 3.52623 -25.74227
N 4.85153 4.82458 -26.06777
C 4.35326 5.43952 -27.38003
C 3.04630 6.16826 -27.27877
C 3.03869 7.14597 -26.09170
C 3.20049 6.34340 -24.76718
C 4.66919 5.77414 -24.84336
C 6.34498 4.54645 -26.16091
H 4.00612 0.13123 -26.71708
H 2.53552 0.99986 -26.76654
H 3.35607 0.91153 -25.24880
H 4.18627 2.50054 -27.60389
H 5.40734 2.16384 -26.44045
H 4.11221 3.31244 -24.68634
H 2.92028 3.87568 -25.85436
H 4.41467 4.67814 -28.15761
H 4.99475 6.19064 -27.84092
H 2.11661 5.60464 -27.20065
H 2.86982 6.62767 -28.25135
H 2.14368 7.75699 -26.20883
H 3.92195 7.77932 -26.17434
H 2.39023 5.62843 -24.62433
H 3.08407 6.92169 -23.85060
H 4.96386 5.17837 -23.97946
H 5.38219 6.55448 -25.10946
H 6.94446 5.45345 -26.23880
H 6.55374 3.87358 -26.99263
H 6.67371 4.08910 -25.22771
Cl 5.14785 2.61880 -23.39632
O 7.57711 2.02281 -22.91726
C 8.05299 1.25162 -21.90753
O 9.21824 0.76264 -22.00374
O 7.24806 0.85755 -21.06263
H 6.64342 2.06770 -22.69860
```

Values from the calculation:
Multiplicity ... 1
Relative energy (zero: lowest compared OMol25 entry of this formula, charge and spin) ... 47.1641 eV
Frontier orbital gap ... 8.8 eV
HOMO level ... -15.11 eV
Charge ... +3
Molecular weight ... 807.80 g/mol